# 1
Density functional theory data (ωB97M-V with the def2-TZVPD basis set) for a cluster of 3 separate species, C37H31Cl2N2O5 in total at a distorted geometry.

Last column: Mulliken charge in e.
Element x y z (Å)
C1 3.11843 4.31784 -3.72878  -0.655
C2 -1.48993 -7.95062 -2.99631  -0.562
H1 3.56340 1.95556 -6.11514  0.490
C3 -4.14052 -5.41632 0.34217  0.129
H2 -3.93677 -9.89236 -1.68732  0.483
H3 1.96923 6.46602 0.95495  0.338
C4 -2.79454 -6.71050 -1.40456  -0.097
C5 4.19492 4.26663 4.66208  -0.105
H4 -0.06573 3.09109 1.65930  0.422
C6 -3.03690 -5.45000 -0.65406  0.469
Cl1 -1.08968 7.41126 1.00077  -0.168
C7 2.42699 3.56720 -2.79283  -0.454
C8 3.53291 3.73511 -4.92229  -0.437
H5 -0.14924 5.26108 4.89376  0.234
C9 -4.96909 -6.52495 0.52625  0.170
N1 1.85022 5.50262 1.23242  -0.154
N2 1.36246 3.34700 3.16368  -0.096
C10 -4.34828 -4.26578 1.09383  -0.459
C11 -2.27246 -9.07698 -2.76244  -0.431
O1 5.02673 5.03859 4.39178  -0.361
C12 0.46759 6.10198 4.54250  -0.936
H6 -0.04111 5.04024 0.63156  0.380
O2 2.53674 -0.26356 -5.61878  -0.651
H7 4.64252 2.73050 3.15645  0.438
C13 2.22874 0.22709 -4.55401  0.470
C14 3.79111 3.16901 3.67682  -0.809
C15 3.24323 2.40608 -5.18502  -0.709
C16 -5.38092 -4.21754 2.01518  -0.517
H8 1.34913 3.63029 4.14724  0.449
O3 -5.46720 -8.73937 -0.09001  -0.654
H9 3.33973 5.35868 -3.52900  0.418
C17 0.46606 5.19161 1.59232  0.231
C18 0.56565 -0.79497 -1.31641  -0.528
H10 3.10784 5.76004 2.89627  0.408
C19 0.30508 -2.13233 -1.56444  -0.462
O4 1.07509 1.93938 -0.97212  -0.715
H11 -7.02893 -5.27436 2.90006  0.400
H12 -0.62690 4.02670 3.00737  0.446
H13 -5.53810 -3.32199 2.60305  0.393
C20 2.54532 1.64982 -4.25231  0.422
C21 -0.23704 6.83592 3.42793  0.364
C22 0.23371 3.88195 2.35000  -1.318
H14 3.83795 5.01124 1.51175  0.367
H15 3.33212 2.35694 4.26571  0.390
C23 1.17511 -0.01121 -2.29063  0.204
H16 1.44871 5.70386 4.27582  0.021
C24 1.25488 -1.91740 -3.76551  -0.745
H17 3.75194 4.35830 5.67911  0.365
C25 -3.32537 -9.01754 -1.86470  -0.698
H18 2.86149 2.92995 1.75692  0.312
C26 -6.21776 -5.31626 2.18443  -0.474
H19 4.08110 4.32089 -5.64888  0.398
C27 -1.74965 -6.77122 -2.31902  -0.429
H20 -2.06050 -10.00153 -3.28391  0.396
H21 0.60824 6.79036 5.37656  0.489
H22 1.52066 -2.35484 -4.71873  0.481
C28 -6.01223 -6.46703 1.44210  -0.590
C29 2.91378 5.02069 2.10293  -1.008
C30 1.53351 -0.58001 -3.51539  0.281
H23 -1.13750 -5.89756 -2.49790  0.719
H24 0.42922 -3.73320 -2.98828  0.395
C31 2.14562 2.22866 -3.04617  0.050
O5 -2.34289 -4.46877 -0.84584  -0.660
C32 0.64207 -2.69030 -2.79291  -0.356
Cl2 -1.08663 8.27675 3.91264  -0.154
H25 -6.66043 -7.32271 1.57719  0.479
H26 0.29783 -0.36052 -0.36264  0.435
C33 1.43379 1.42532 -2.02000  0.560
C34 -3.59431 -7.83473 -1.18745  0.515
H27 -0.16417 -2.74354 -0.80380  0.420
H28 -0.67297 -7.99684 -3.70521  0.410
H29 1.24669 2.32991 3.19541  0.444
H30 2.10888 4.02091 -1.86266  0.688
C35 -0.23415 6.42478 2.17968  -0.061
C36 2.74584 3.59874 2.61608  0.069
C37 -4.73969 -7.78044 -0.23945  0.548
H31 -3.70067 -3.40930 0.96082  0.458

HOMO-LUMO gap in eV: 7.91
Highest occupied orbital energy in hartree: -0.4112
Total energy in eV: -77127.85754
Total charge: +1

=====

# 2
Density functional theory data (ωB97M-V with the def2-TZVPD basis set) for a structure of composition C37H31MnN5O6S at a distorted geometry.

Last column: Löwdin spin population.
Element x y z (Å)
C1 -0.32117 0.56312 -4.77144  0.010
Mn1 -0.53350 0.21836 1.45406  4.025
C2 -5.23717 1.45655 0.55741  0.018
H1 4.00513 0.10005 -1.89090  0.000
O1 -0.74362 1.28955 3.19049  0.044
H2 -1.66504 -7.04015 -0.18251  0.000
O2 4.67422 2.68165 1.65708  0.000
C3 -1.28508 -6.08811 -0.53554  0.000
O3 3.36449 0.54602 2.17597  0.005
C4 -0.87903 0.77343 -3.52993  0.031
C5 4.06364 0.64428 -4.53575  0.000
C6 -0.95899 3.95851 -0.10265  0.003
N1 0.37331 2.11837 0.89698  0.023
C7 1.68187 1.92242 1.26393  0.003
H3 1.43950 -0.00833 -5.85285  0.006
C8 -1.30263 -4.98077 0.30388  0.000
H4 -1.82654 3.47290 0.34057  0.001
H5 -0.95234 2.99130 5.08429  0.000
C9 3.81336 3.52268 1.14342  0.000
H6 1.79734 0.06328 -1.55298  0.003
H7 5.11526 0.35404 -4.63672  0.000
N2 -1.31611 -2.68595 1.94537  0.001
C10 -2.97765 1.06327 -0.28050  0.036
C11 -1.45479 -1.50338 3.86511  0.015
C12 -1.90375 0.39040 7.05724  0.001
H8 0.06508 -4.64963 -3.28839  0.000
C13 -0.84920 -2.52538 0.72691  0.005
H9 -4.62277 1.81784 -1.46693  0.009
C14 1.23874 0.20739 -2.46831  0.052
H10 4.20708 1.79209 1.90358  0.000
H11 3.66930 0.86573 -5.52965  0.001
C15 3.90621 -0.79145 -2.51310  0.001
N3 1.48987 3.93491 0.47810  0.002
C16 1.79860 -0.02248 -3.71573  0.002
O4 -0.41293 -1.46294 0.20486  0.030
C17 -0.33678 -3.64146 -1.43766  0.001
H12 -5.54698 1.00627 2.64118  0.008
C18 -0.11425 0.59534 -2.34357  0.017
H13 3.32657 -1.52698 -1.95301  0.000
C19 1.01798 0.16597 -4.87003  0.073
C20 0.27693 3.33726 0.43680  0.007
C21 -3.50284 0.65132 2.02616  0.000
N4 -0.76383 0.77852 -1.19044  0.133
C22 -1.45072 -0.35705 4.78310  0.002
C23 -0.79094 -5.97398 -1.82944  0.000
H14 2.73070 -2.53783 -4.28464  0.000
H15 4.90829 -1.19779 -2.67666  0.000
C24 -4.84235 1.03518 1.81809  0.109
O5 1.31672 -0.31486 2.00553  0.019
H16 -1.01381 3.80717 -1.18321  0.001
H17 2.95871 -1.55982 -5.73753  0.000
C25 -0.82997 -3.75559 -0.14613  0.001
H18 -0.91331 0.68717 -5.67210  -0.002
C26 -0.31494 -4.74997 -2.27845  0.000
C27 3.25707 -0.47364 -3.86161  -0.002
H19 -3.23443 0.34359 3.02917  -0.004
C28 -1.58182 1.69593 6.67134  0.002
O6 4.10059 4.65237 0.78564  0.000
C29 -4.31935 1.47917 -0.48088  0.086
H20 4.36591 -2.08375 -4.80284  0.000
C30 -2.06720 1.03927 -1.36222  0.216
H21 -0.77763 -6.83773 -2.48480  0.000
C31 -1.82791 -0.60660 6.10127  0.002
H22 -1.64331 2.50138 7.39696  0.000
H23 -2.21042 0.16518 8.07082  0.000
H24 1.74135 4.86774 0.19335  0.000
H25 -0.98115 5.02869 0.11151  0.000
H26 -1.68003 -5.04547 1.31591  0.000
H27 -1.66049 -2.48791 4.29759  0.002
C32 -2.55024 0.64839 1.03488  -0.130
N5 -1.26120 -1.45144 2.61432  0.026
C33 2.15994 0.61422 1.86897  0.006
C34 3.32947 -1.73860 -4.72718  0.000
C35 2.39764 3.05543 1.00102  0.000
H28 4.01425 1.55862 -3.94102  0.000
H29 0.01630 -2.67130 -1.76870  0.000
S1 -2.51916 1.21193 -3.08397  0.091
H30 -2.07526 -1.62938 6.37372  0.000
C36 -1.19774 1.97923 5.38297  0.002
C37 -1.11027 0.97293 4.37940  0.007
H31 -6.26082 1.77331 0.38106  -0.003

ΔE to the lowest compared entry with this formula, charge and spin in kJ/mol: 126.8
HOMO-LUMO gap (spin up / spin down) in eV: 3.56 / 6.47
Highest occupied orbital energy (spin up / spin down) in hartree: 0.0267 / -0.0810
2S+1: 6
Total energy in eV: -100768.37040
Total charge: -2

=====

# 3
Density functional theory data (ωB97M-V with the def2-TZVPD basis set) for a structure of composition C37H31N2O9PSSeV.

Last column: Löwdin spin population.
Element x y z (Å)
H1 -3.23021 2.24716 0.15366  0.000
C1 4.50702 -0.94363 1.77762  0.122
C2 -3.09992 2.06933 4.07896  -0.001
C3 -0.85451 -2.54123 2.46062  -0.001
V1 0.17596 -0.36451 -0.27822  1.240
C4 -2.89409 -2.02133 0.49676  0.001
C5 4.09433 2.62577 -3.52747  0.000
H2 2.58676 0.85408 -6.62059  0.000
H3 4.58191 -2.80102 0.69600  -0.003
H4 -2.56581 0.70873 -0.18731  0.000
S1 2.17371 1.72305 -1.86202  0.004
H5 -3.46299 2.86492 4.71697  0.000
C6 2.47545 0.26966 1.51425  0.114
O1 2.44052 -3.76336 -0.97752  0.036
H6 5.58348 3.36843 -4.87164  0.000
C7 3.98176 -1.93301 0.94030  -0.013
C8 1.53395 1.37120 1.59411  0.085
H7 4.61525 2.24353 -6.84403  0.000
C9 0.35252 -2.30581 3.12311  0.001
O2 3.11435 2.05083 -0.81925  0.003
H8 1.80682 -3.06133 4.50166  0.000
Se1 -1.40903 -1.18790 -3.47614  0.000
O3 -2.99119 -0.97506 -3.50875  -0.003
C10 -3.65619 -3.56875 -1.18205  0.000
H9 -5.78381 -3.77206 -1.36027  0.000
O4 -0.63963 -0.08416 -4.35859  0.001
C11 -2.59444 0.90249 4.64480  0.000
H10 5.50385 -1.04505 2.17983  0.007
O5 1.79533 2.39038 2.37802  0.042
H11 3.31355 -3.97042 -0.62293  0.000
C12 -1.11562 4.79636 -1.77042  0.000
P1 -1.49693 -1.25641 1.34969  0.004
H12 0.15808 5.90592 -0.44494  0.000
C13 2.70993 -1.77738 0.43382  0.105
C14 -3.15771 2.22328 2.71081  0.000
H13 4.50339 3.10562 -2.64881  0.000
C15 -0.99117 -4.69678 3.52261  0.000
C16 -2.17432 0.03570 2.41853  0.002
C17 -4.21076 -1.74327 0.84422  0.000
O6 -1.02611 -0.13324 -1.34105  -0.058
H14 -1.90441 5.53718 -1.74636  0.000
C18 -2.61947 -2.93483 -0.52221  0.000
H15 -1.74740 -1.00930 4.24217  0.000
O7 1.54756 0.39416 -1.80546  0.022
H16 0.86864 -1.36488 2.98382  0.001
C19 3.73814 0.18605 2.05854  -0.017
C20 2.95362 1.83900 -3.42542  0.000
N1 1.94120 -0.69722 0.72361  0.184
H17 4.11235 0.99350 2.67207  -0.003
C21 -1.52462 -3.74153 2.66680  -0.001
H18 -4.42348 -1.03496 1.63499  0.000
H19 1.06645 3.02847 2.32811  0.000
H20 -2.46138 -3.93318 2.15877  0.000
H21 1.98090 4.20439 -0.51214  0.000
C22 0.20633 -4.45779 4.17742  -0.001
C23 4.14567 2.12855 -5.87608  0.000
O8 0.84366 -2.25563 -0.84989  0.026
H22 -2.56275 0.77770 5.71777  0.000
C24 0.04417 5.00631 -1.03485  0.000
C25 3.00515 1.34670 -5.75354  0.000
H23 -0.37468 1.80557 -3.18302  0.000
H24 -3.44508 -4.27455 -1.97420  0.000
N2 -2.81493 1.40138 0.49787  0.000
C26 2.39278 1.19217 -4.51941  0.000
C27 -5.24826 -2.37484 0.17130  0.000
C28 0.87797 -3.25638 3.98123  0.000
H25 1.50033 0.58749 -4.41490  0.000
H26 -3.57217 3.12897 2.28339  0.000
C29 -2.14079 -0.09896 3.80959  0.000
H27 -1.51699 -5.62931 3.67838  0.000
C30 1.06271 4.06720 -1.06806  0.000
C31 1.97100 -2.63520 -0.49226  0.072
C32 4.69235 2.76474 -4.76847  0.000
C33 -2.70467 1.21496 1.84558  -0.001
C34 -1.26795 3.65322 -2.54400  0.000
C35 -4.97216 -3.28519 -0.83647  -0.001
C36 0.88925 2.92651 -1.84064  0.001
O9 0.48360 1.29583 0.92288  0.026
H28 0.61683 -5.20371 4.84503  0.000
C37 -0.25998 2.70228 -2.58774  0.000
H29 -6.27311 -2.15256 0.43684  0.000
H30 -1.59024 -3.14920 -0.79453  0.000
H31 -2.16959 3.49616 -3.12085  0.000

HOMO-LUMO gap (spin up / spin down) in eV: 5.65 / 6.76
Highest occupied orbital energy (spin up / spin down) in hartree: -0.3365 / -0.3768
2S+1: 3
Total energy in eV: -171433.91239
Total charge: +1

=====

# 4
Density functional theory data (ωB97M-V with the def2-TZVPD basis set) for a structure of composition C37H31N4O3PdSTe at a distorted geometry.

Last column: Mulliken charge in e.
Element x y z (Å)
O1 -1.29288 1.50290 -2.06486  -0.816
H1 -1.13730 5.87232 -0.88905  0.320
C1 0.48518 3.86678 2.70120  -0.420
C2 3.32230 2.42541 -2.22309  0.541
C3 2.13767 5.02052 1.38399  -0.548
C4 0.20009 -1.49570 -2.97353  -0.772
C5 1.40210 -3.41587 4.03386  -1.594
C6 1.16679 -2.23909 3.11331  -0.007
H2 -3.73892 1.71303 -1.37946  0.339
C7 2.43478 2.69702 1.92192  0.010
C8 -3.07542 4.98852 -0.71377  -0.782
H3 2.32871 -3.94579 3.79554  0.346
C9 -2.81180 -1.22410 1.13155  -0.758
C10 1.23390 2.70210 2.62094  0.766
C11 0.81220 1.48697 3.40223  -0.482
H4 -0.44882 3.86078 3.25038  0.396
C12 -2.65968 -0.92715 -0.21954  0.560
N1 1.16102 2.97749 -1.96426  0.673
H5 -4.51931 -3.45252 -1.52063  0.388
C13 -3.79234 3.79225 -0.85047  -0.532
H6 -0.98468 -6.13016 -0.37313  0.433
S1 3.00149 0.74283 -1.91908  -0.522
H7 1.06678 -2.09729 -3.24382  0.490
H8 -3.67339 -2.54940 2.58221  0.403
H9 5.32353 2.13842 -2.10361  0.214
C14 0.92930 5.02196 2.07092  -0.541
C15 2.89119 3.85474 1.31361  -0.550
N2 4.63973 2.76267 -2.49720  -0.497
H10 -0.94159 -2.64034 -4.35826  0.572
N3 2.47795 3.39920 -2.20310  -1.057
C16 1.06313 -2.40972 1.74818  -0.454
N4 0.35004 -0.98523 -1.58292  0.800
H11 4.83899 3.74366 -2.37990  0.247
C17 0.75285 -3.25390 -0.82377  -1.003
Pd1 0.69763 1.05468 -1.72818  0.134
C18 1.04407 -0.93438 3.59728  -0.535
H12 1.14915 -0.73210 4.65987  0.394
C19 0.35545 3.91680 -1.65250  -0.435
C20 -1.04053 -2.31070 -3.32173  -0.903
O2 0.27130 0.94081 0.63691  -0.655
C21 -1.06915 3.80038 -1.40730  0.855
H13 1.46962 -3.08562 5.07198  0.376
H14 -2.32329 -0.60029 1.86859  0.485
C22 0.60859 -0.02484 1.34204  0.763
C23 0.83381 0.14152 2.77021  0.138
H15 2.85408 -5.53385 -2.18552  0.389
C24 1.97198 -5.13779 -1.69716  -0.878
C25 -3.26616 -1.73936 -1.17717  -0.513
C26 -4.04076 -2.82872 -0.77564  -0.300
H16 -1.13802 -3.70258 0.07888  0.349
C27 -0.17923 -5.47302 -0.67950  -0.911
C28 -3.57076 -2.31765 1.52922  -0.533
Te1 -2.95629 -1.36998 -3.23010  0.181
H17 -4.78533 -3.97086 0.88281  0.356
O3 0.56022 1.62851 4.58739  -0.681
H18 3.00306 1.77740 1.83969  0.321
H19 2.69172 -3.11043 -1.71729  0.544
C29 0.77457 -1.38258 0.82891  0.060
C30 -3.17911 2.63470 -1.26962  -0.411
C31 1.87930 -3.77420 -1.44139  -0.094
C32 0.93929 -5.98837 -1.32650  -0.631
H20 0.32819 5.92261 2.11449  0.387
C33 -1.72621 4.96563 -0.99474  -0.487
C34 -4.19251 -3.11634 0.57636  -0.595
H21 0.58956 -4.14513 3.97438  0.296
C35 0.62302 -1.76779 -0.58079  1.169
H22 0.22558 -0.61375 -3.60078  0.368
H23 3.82479 3.84278 0.76549  0.332
H24 1.00733 -7.04898 -1.53655  0.360
H25 0.79812 4.90655 -1.58072  0.311
C36 -0.26922 -4.11280 -0.42541  0.482
H26 -2.05049 -0.08402 -0.52644  0.369
H27 -4.85228 3.77446 -0.62049  0.384
H28 -1.14327 -3.20280 -2.71694  0.118
H29 1.21286 -3.41439 1.37420  0.571
C37 -1.79698 2.59282 -1.58550  0.126
H30 -3.56315 5.90056 -0.39620  0.390
H31 2.48584 5.91979 0.88911  0.390

ΔE to the lowest compared entry with this formula, charge and spin in kJ/mol: 42.4
HOMO-LUMO gap in eV: 6.63
Highest occupied orbital energy in hartree: -0.1618
Total energy in eV: -72585.98307
Total charge: -1